81
Properties=species:S:1:pos:R:3:forces:R:3:mulliken_charge:R:1 method="wB97M-V/def2-TZVPD" homo_lumo_gap_ev=5.2 e_tot_ha=-4987.02821 lumo_energy_ev=4.0 relative_energy_kcal_mol=5.11 multiplicity=1 charge=-2
Sn 2.158460 1.044783 0.020290 0.36 -0.26 -0.82 1.012
C 1.103893 2.908962 -2.274858 -0.09 -0.23 -0.01 0.725
C 1.335508 1.750034 -3.042958 -0.12 0.19 0.06 0.929
C 2.705596 1.464072 -2.991431 0.26 0.18 -0.10 0.345
C 3.340914 2.459282 -2.212240 -0.14 -0.09 -0.14 0.489
C 2.338645 3.351271 -1.754698 0.02 -0.01 -0.05 0.119
C 2.526430 4.652819 -1.031576 -0.03 -0.22 -0.04 -1.419
C 4.821655 2.576830 -2.039482 -0.11 -0.14 0.04 -1.635
C 3.417153 0.359662 -3.712258 -0.09 0.19 0.10 -1.901
C 0.299725 1.007325 -3.831290 0.07 0.18 0.18 -1.123
C -0.208229 3.609824 -2.113458 0.18 -0.11 -0.02 -1.671
H 2.339539 5.500864 -1.700826 0.03 0.10 0.05 0.341
H 3.538638 4.742592 -0.640703 0.06 0.07 0.07 0.354
H 1.839100 4.737682 -0.187389 0.00 0.13 0.05 0.260
H 5.318349 2.647321 -3.011886 0.13 0.09 -0.04 0.346
H 5.221994 1.705462 -1.522366 0.17 -0.05 0.08 0.239
H 5.076296 3.457569 -1.452744 0.12 0.08 0.03 0.325
H 3.804564 0.702923 -4.680139 0.08 -0.10 -0.06 0.259
H 2.749202 -0.482795 -3.902132 0.05 -0.08 -0.03 0.423
H 4.258312 0.001244 -3.120519 0.12 -0.13 -0.01 0.374
H 0.083979 1.509750 -4.783754 -0.05 -0.09 -0.03 0.311
H -0.635966 0.942045 -3.268750 -0.02 -0.10 -0.14 -0.008
H 0.641121 -0.005379 -4.053395 -0.11 -0.08 -0.04 0.303
H -0.352478 4.380669 -2.881537 -0.12 0.04 -0.01 0.287
H -0.262636 4.097135 -1.141761 -0.12 0.09 0.14 0.290
H -1.036712 2.901943 -2.182224 -0.12 0.05 0.00 0.343
S 1.604347 2.765012 1.862893 -0.06 0.13 0.37 -0.454
C 1.198720 1.818499 3.274900 0.26 -1.06 -1.09 0.943
C 0.924562 2.546550 4.435658 -0.29 0.64 1.21 -0.351
N 0.692569 3.140128 5.397817 0.00 0.06 -0.04 -0.630
C 1.115738 0.447406 3.322483 0.43 0.79 -1.18 0.428
S 1.398099 -0.642823 2.002483 0.04 0.00 0.28 -0.255
C 0.719519 -0.185712 4.504246 -0.44 -0.51 1.35 -0.352
N 0.340600 -0.742930 5.442080 0.03 0.01 -0.02 -0.674
C -2.553980 -1.874412 -3.807225 -0.10 -0.07 0.14 -1.005
C -3.074369 -2.808516 -2.720694 0.09 -0.06 -0.16 -0.131
C -2.001092 -3.782882 -2.234892 -0.13 0.20 0.16 -0.705
C -0.935823 -3.119383 -1.357603 0.09 -0.33 -0.62 -0.935
N -1.445207 -2.746726 -0.065960 0.12 0.32 0.47 0.876
C -1.578804 -1.465853 0.390589 -0.39 0.40 -0.41 -0.446
Se -1.431940 0.012184 -0.629301 0.13 0.51 -0.25 -0.303
N -1.978767 -1.515035 1.687322 0.29 -0.31 -0.43 1.092
C -2.079332 -0.388663 2.577772 -0.14 0.49 0.54 -0.693
C -3.527033 -0.036558 2.916378 0.09 -0.11 -0.24 -0.687
C -4.224865 0.733079 1.797917 -0.07 0.01 0.15 -0.106
C -3.722839 2.166149 1.695766 -0.09 -0.17 -0.06 -1.210
C -2.107264 -2.826806 2.064795 -0.04 -0.75 0.09 0.648
C -2.504079 -3.411419 3.258996 0.07 0.07 -0.24 -0.619
C -2.597219 -4.796613 3.290549 0.00 0.04 0.13 -0.771
C -2.257839 -5.572188 2.191191 0.09 -0.12 -0.13 -0.749
C -1.815852 -4.999276 1.004807 0.00 0.20 0.04 -0.802
C -1.766528 -3.613613 0.948203 -0.22 -0.38 0.55 0.227
H -3.353439 -1.232926 -4.177983 0.02 0.06 -0.05 0.356
H -2.153827 -2.451068 -4.643021 0.01 0.00 -0.10 0.363
H -1.767698 -1.232708 -3.416763 0.05 0.10 -0.04 -0.006
H -3.923010 -3.379175 -3.114327 0.00 0.01 0.10 0.361
H -3.433127 -2.216903 -1.875485 -0.07 0.01 0.03 0.049
H -1.498539 -4.223698 -3.097707 0.03 -0.11 -0.05 0.468
H -2.476355 -4.590459 -1.673676 0.05 -0.09 -0.02 0.361
H -0.564917 -2.211897 -1.840536 0.04 -0.06 0.19 0.114
H -0.090441 -3.802266 -1.217448 -0.04 0.09 0.08 0.412
H -1.590317 0.457179 2.092901 0.12 -0.13 0.03 0.020
H -1.516599 -0.627060 3.484770 -0.07 -0.03 -0.13 -0.060
H -3.521958 0.573649 3.820736 -0.02 -0.01 0.12 0.401
H -4.075271 -0.957383 3.134541 -0.02 0.00 0.09 0.379
H -5.300192 0.730410 1.995215 -0.08 0.02 -0.04 0.385
H -4.064841 0.225515 0.845492 -0.02 -0.06 -0.06 0.065
H -3.843483 2.678227 2.648775 0.01 0.12 0.11 0.369
H -4.273693 2.714440 0.935488 -0.03 0.11 -0.10 0.339
H -2.672792 2.187208 1.418781 0.14 0.08 -0.04 0.234
H -2.720150 -2.818200 4.132412 -0.05 0.11 0.08 0.473
H -2.930940 -5.282386 4.196305 0.02 -0.02 0.08 0.388
H -2.321572 -6.649151 2.257592 -0.01 -0.07 0.03 0.365
H -1.521117 -5.617181 0.169364 -0.01 0.02 -0.08 0.423
C 5.235493 1.284677 2.603578 0.00 -0.29 -0.29 -0.627
C 5.311631 0.478435 1.302948 0.05 0.25 0.52 0.493
O 6.308207 -0.191923 1.067339 0.54 -0.29 -0.04 -0.729
O 4.313049 0.582174 0.518148 -0.79 0.18 -0.50 -0.554
H 6.030935 0.974239 3.277218 0.01 0.04 0.04 0.300
H 4.260479 1.134953 3.058385 -0.14 0.07 0.12 0.021
H 5.340108 2.339788 2.359870 -0.04 0.14 0.04 0.186


15
Properties=species:S:1:pos:R:3:forces:R:3:nbo_charge:R:1 method="wB97M-V/def2-TZVPD" homo_lumo_gap_ev=10.8 e_tot_ha=-304.78466 smiles=C[C@@]1(CC#N)CN1 lumo_energy_ev=0.9 relative_energy_kcal_mol=31.90 multiplicity=1
C -0.788436 1.176622 -0.021763 -0.19 0.17 0.13 -0.630
C -0.175332 -0.202489 -0.152610 0.01 0.13 0.04 0.086
C 1.293456 -0.181658 -0.546069 0.10 -0.08 -0.04 -0.510
C 1.927466 0.849797 0.280892 0.36 0.82 0.56 0.292
N 2.204952 1.752574 0.949134 0.07 -0.97 -0.63 -0.332
C -0.649076 -1.305163 0.708838 -0.03 -0.16 0.24 -0.256
N -0.870956 -1.331690 -0.742658 -0.25 -0.14 -0.18 -0.589
H -0.413966 1.852277 -0.803161 -0.27 -0.21 0.04 0.220
H -1.884718 1.139337 -0.052213 0.24 -0.03 -0.07 0.216
H -0.492455 1.633969 0.932556 -0.12 -0.18 -0.25 0.239
H 1.400134 0.074664 -1.606632 -0.05 0.12 0.17 0.253
H 1.741716 -1.174207 -0.427854 0.00 0.27 0.17 0.258
H -1.501135 -1.114772 1.358158 0.12 0.04 -0.11 0.199
H 0.047565 -2.051179 1.087607 -0.10 0.13 -0.09 0.198
H -1.839210 -1.118078 -0.964232 0.12 0.09 0.04 0.357


136
Properties=species:S:1:pos:R:3:forces:R:3:mulliken_charge:R:1 method="wB97M-V/def2-TZVPD" homo_lumo_gap_ev=7.5 e_tot_ha=-5361.06262 smiles="O=C1C=C(O)C(=O)C=C1O.O=C1C=C(O)C(=O)C=C1O.O=C1C=C(O)C(=O)C=C1O.O=C1C=C(O)C(=O)C=C1O.COCCOC.COCCOC.COCCOC.COCCOC.ClCCCl.ClCCCl" lumo_energy_ev=-1.9 relative_energy_kcal_mol=46.64 multiplicity=1
Cl 2.644938 0.275773 2.406547 0.27 -0.02 0.59 -0.195
C 1.863569 0.256330 0.855414 -0.35 -0.72 -2.34 -0.388
C 2.444285 -0.905689 -0.074180 0.12 0.88 1.38 -0.447
Cl 1.264833 -1.390807 -1.350728 0.76 0.26 0.64 -0.201
H 1.968534 1.229013 0.374823 0.47 -0.06 0.01 0.295
H 0.779960 0.163958 0.928553 0.11 -0.49 0.46 0.302
H 2.763303 -1.734953 0.557192 -0.97 -0.40 0.02 0.306
H 3.428229 -0.643798 -0.463256 -0.41 0.55 -0.74 0.327
Cl -0.585161 7.025513 -0.684836 0.56 -0.29 0.23 -0.190
C -1.066148 8.726098 -0.961270 -1.40 -1.33 -0.15 -0.439
C -0.168000 9.426017 -1.927420 0.21 0.63 -0.24 -0.382
Cl 1.369312 9.970004 -1.198941 -0.06 -0.05 0.00 -0.182
H -1.331631 9.106876 0.024954 0.78 0.64 -0.23 0.352
H -2.034776 8.539765 -1.425111 -0.03 0.54 -0.34 0.246
H -0.656190 10.296718 -2.365213 -0.06 0.17 0.39 0.288
H 0.080775 8.812374 -2.793248 -0.01 -0.32 0.35 0.306
C 5.815897 6.290629 -1.947181 2.37 0.75 0.78 -0.634
O 7.302812 6.006861 -1.958672 -2.54 0.51 -0.73 -0.392
C 8.008619 6.498241 -0.835862 0.98 -0.05 -1.27 -0.584
C 8.118499 8.028207 -0.636716 0.25 -0.30 -0.19 -0.377
O 8.626172 8.802453 -1.740879 0.96 -0.43 0.09 -0.340
C 9.784624 9.618502 -1.428894 -0.87 0.66 -0.60 -0.763
H 5.591760 7.318647 -2.231861 0.44 0.32 0.09 0.229
H 5.607903 6.193893 -0.881597 -1.02 -0.41 -0.21 0.314
H 5.235969 5.722816 -2.674764 0.55 -0.78 0.47 0.257
H 8.977914 6.044451 -1.042369 0.43 0.41 0.17 0.307
H 7.711407 6.019860 0.097365 -0.61 0.21 0.31 0.394
H 8.781853 8.156445 0.218636 -0.06 0.06 0.23 0.416
H 7.124231 8.376523 -0.357068 -0.05 0.41 -0.08 0.258
H 10.656196 9.118474 -1.006484 -0.53 -0.28 0.80 0.330
H 9.413941 10.532321 -0.964545 0.25 -0.29 1.26 0.308
H 10.252877 10.125227 -2.272747 -0.57 -0.79 -1.12 0.277
C 0.820534 -4.972260 4.940239 -0.18 0.77 0.35 -0.628
O 0.522585 -5.594724 6.191955 -0.37 -1.49 -1.14 -0.374
C 1.409149 -5.586296 7.282924 0.31 1.13 -0.18 -0.565
C 2.821080 -5.984900 6.980961 0.85 0.84 0.01 -0.477
O 3.521588 -4.856190 6.349819 -1.02 -1.71 0.33 -0.291
C 4.931508 -4.969923 6.401201 -0.52 0.17 -1.13 -0.795
H 1.672241 -5.248809 4.318776 0.82 -0.45 0.97 0.245
H 0.875907 -3.906578 5.162352 0.08 0.26 -0.52 0.298
H 0.035103 -5.182574 4.214321 -0.68 0.08 0.67 0.253
H 1.004861 -6.262119 8.036526 -0.17 0.02 -0.10 0.304
H 1.431441 -4.568132 7.671453 0.03 0.19 0.41 0.337
H 2.742749 -6.934088 6.450863 0.56 0.14 -1.02 0.309
H 3.402236 -6.239674 7.867204 -0.27 0.12 0.49 0.512
H 5.320291 -4.663041 7.372171 0.18 -0.12 0.00 0.284
H 5.256477 -4.325650 5.584255 0.38 0.38 0.39 0.247
H 5.273678 -5.952616 6.076656 0.03 -0.33 0.46 0.340
C 4.226968 9.865082 5.609027 0.42 2.05 0.55 -0.779
O 4.869931 8.677940 5.452972 -0.52 -2.50 -0.27 -0.261
C 4.021843 7.593889 5.893667 1.36 0.12 -0.66 -0.501
C 4.722540 6.285153 5.578771 0.68 0.36 0.60 -0.502
O 6.035268 6.357311 6.224472 -1.23 -0.80 -0.70 -0.312
C 7.007554 5.374555 5.844226 -0.44 0.41 0.52 -0.729
H 3.225218 9.993927 5.199145 -0.30 -0.59 -0.20 0.304
H 4.845365 10.613280 5.113160 0.01 0.19 0.12 0.242
H 4.200208 10.085728 6.676132 -0.31 0.46 0.24 0.316
H 3.096636 7.686754 5.324919 -0.33 -0.30 0.23 0.392
H 3.853409 7.602890 6.970535 -0.13 0.51 0.16 0.306
H 4.695084 6.118889 4.501874 0.86 0.11 -0.22 0.345
H 4.113990 5.478756 5.988004 0.09 -0.25 0.33 0.357
H 6.608476 4.379576 5.647103 -0.44 0.12 -0.60 0.318
H 7.639491 5.165086 6.707295 0.19 0.55 0.08 0.245
H 7.595227 5.799255 5.030370 0.10 -0.45 -0.17 0.257
C -7.491213 -10.796682 -4.384622 -0.64 -0.11 0.73 -0.769
O -7.074780 -9.565137 -3.783872 0.22 -0.51 -0.77 -0.294
C -7.309487 -8.449414 -4.632876 0.63 0.77 0.67 -0.546
C -6.980081 -7.088336 -3.920480 0.92 -1.30 -0.45 -0.568
O -5.593372 -6.668840 -3.916982 -1.17 -0.14 -0.03 -0.392
C -4.805497 -7.508187 -3.084340 -0.02 -0.94 -1.59 -0.668
H -8.579546 -10.824480 -4.437963 -0.27 0.23 -0.30 0.308
H -7.264044 -11.642038 -3.735121 0.44 0.32 0.27 0.266
H -7.097269 -11.052927 -5.368116 0.35 0.57 -0.14 0.307
H -8.353663 -8.426886 -4.944808 -0.31 0.03 0.10 0.477
H -6.717751 -8.483072 -5.547660 0.27 -0.25 -0.16 0.350
H -7.244276 -7.191857 -2.868063 -0.68 0.27 0.01 0.376
H -7.561720 -6.375125 -4.504543 0.20 0.44 0.50 0.325
H -4.658094 -8.442484 -3.626062 0.11 -0.36 -0.06 0.255
H -5.335837 -7.839803 -2.191666 0.29 0.65 0.53 0.317
H -3.800642 -7.090269 -3.023455 -0.34 0.35 0.70 0.255
C 6.946726 -6.930368 -6.441843 -0.08 -3.20 -1.09 -0.655
C 7.416068 -7.766142 -5.519281 0.55 -3.40 0.82 0.535
C 7.982279 -7.379933 -4.185881 -0.64 1.21 2.31 0.557
O 8.413405 -8.122311 -3.273442 -0.89 0.95 -3.00 -0.614
C 7.738186 -5.947470 -3.952224 -0.18 1.64 -1.72 -0.856
C 7.235884 -5.059741 -4.929383 0.84 -2.47 1.37 0.492
C 6.806533 -5.557701 -6.324137 0.07 2.01 0.22 0.697
O 6.374980 -4.831153 -7.218042 0.57 -0.09 1.52 -0.610
O 7.071124 -3.784899 -4.681995 0.26 0.51 0.49 -0.496
O 7.338734 -9.139979 -5.712703 -0.12 2.02 -0.57 -0.520
H 6.589833 -7.461318 -7.311979 -0.19 0.36 -0.36 0.399
H 8.081218 -5.561594 -3.003634 -0.13 0.16 0.06 0.394
H 6.909759 -3.335331 -5.514722 -0.40 0.29 -0.52 0.339
H 7.626800 -9.585151 -4.912428 0.32 0.00 0.48 0.337
C -6.298461 4.678329 6.706236 -1.22 0.13 0.06 -0.725
C -6.367768 4.355778 7.985831 -1.34 -1.65 2.43 0.541
C -5.202717 4.135144 8.884210 2.27 -0.40 1.04 0.535
O -5.233651 3.894536 10.105505 -0.79 0.50 -2.68 -0.606
C -3.944183 4.179619 8.114736 0.22 0.56 0.04 -0.571
C -3.878054 4.435057 6.803067 1.24 -0.13 -0.24 0.453
C -5.068985 4.692373 5.924084 -1.19 0.45 1.58 0.521
O -5.074967 4.925168 4.746809 1.04 -0.17 -0.77 -0.563
O -2.632716 4.507340 6.242214 -1.29 -0.20 0.10 -0.507
O -7.549640 3.996929 8.588828 0.50 0.88 -1.21 -0.517
H -7.296212 4.802458 6.311912 0.19 0.00 -0.94 0.392
H -2.951356 4.142780 8.538196 -0.20 -0.34 0.75 0.392
H -2.807626 4.341460 5.312973 0.41 0.26 -0.73 0.322
H -7.330948 3.568724 9.419737 0.15 0.10 0.58 0.333
C -5.216853 -3.535873 -9.969285 -1.63 -0.35 -1.44 -0.771
C -6.161957 -2.768251 -10.598394 0.12 -3.13 -1.03 0.200
C -6.485949 -1.459686 -10.147252 -1.17 4.19 0.56 1.198
O -7.397546 -0.805375 -10.710362 1.90 -1.46 1.11 -0.640
C -5.664379 -0.886213 -9.046090 -0.23 -0.16 -0.26 -1.003
C -4.723111 -1.628789 -8.457346 2.49 -1.76 1.60 0.562
C -4.403387 -3.081341 -8.884016 1.41 -0.57 -0.44 0.628
O -3.442119 -3.798534 -8.505473 -2.37 2.70 0.08 -0.618
O -3.880507 -1.243677 -7.455167 -1.46 1.33 -0.74 -0.534
O -6.938244 -3.191131 -11.646054 1.64 -0.68 1.16 -0.548
H -5.006964 -4.558032 -10.247761 -0.17 -0.02 -0.39 0.403
H -5.802015 0.148164 -8.767666 -0.18 0.00 -0.01 0.417
H -3.225984 -1.910776 -7.235652 0.03 -0.70 -0.31 0.347
H -7.410045 -2.427595 -11.986648 -0.39 0.60 0.11 0.356
C -8.013334 -1.276480 -1.173649 1.73 -0.47 1.24 -0.852
C -6.823964 -1.265846 -0.504275 0.24 1.42 0.27 0.454
C -6.536251 -1.865091 0.857509 -3.22 -0.89 0.79 0.567
O -5.535923 -1.709763 1.518410 0.13 0.18 -0.98 -0.582
C -7.775682 -2.515215 1.381107 -0.95 -0.31 -0.02 -0.744
C -8.970639 -2.547715 0.729712 0.25 -0.87 0.19 0.456
C -9.202766 -1.883237 -0.571669 2.17 2.11 -2.25 0.797
O -10.233788 -1.638765 -1.169638 -1.21 -1.35 1.41 -0.588
O -10.033782 -3.270572 1.132265 0.76 0.42 0.51 -0.506
O -5.871894 -0.388076 -0.809369 0.08 0.37 -1.51 -0.524
H -8.156071 -0.645265 -2.038288 0.03 -0.07 -0.03 0.441
H -7.819439 -2.991934 2.349206 0.57 -0.11 0.14 0.399
H -10.705575 -3.053285 0.481823 -0.83 -0.07 -0.21 0.333
H -5.163949 -0.385951 -0.160980 0.26 -0.37 0.44 0.350